Computed, not measured: an isolated molecule of C2H2N2O2S, with the ωB97M-V functional and the def2-TZVPD basis.

The geometry in XYZ format:
```
9
C2H2N2O2S, DFT the ωB97M-V functional and the def2-TZVPD basis
N 0.22307 -0.55443 1.54368
O -1.02003 0.13474 -0.26250
H 0.27480 1.81805 -2.46997
H 2.01625 -0.78187 0.30868
O -2.08648 -0.22146 1.94301
C 1.00684 -0.57933 0.43634
S 0.46765 0.40245 -2.19372
C -1.12504 -0.31001 1.25253
N 0.24294 0.09184 -0.55805
```

Its HOMO energy is -0.346 Eh. Its max |F| is 7.59 eV/Å. As for the energy above the lowest of the compared OMol25 structures with the same formula, charge and spin: 3.009 eV. The value obtained for the frontier orbital gap is 9.20 eV. The LUMO energy comes out at -0.2 eV. The charge is 0.